Molecular formula: H5NO2Si
Method: DFT, wB97M-V/def2-TZVPD

Atoms and positions in Å:
1 N -0.74 0.89 1.03
2 Si -0.01 -0.71 -0.33
3 O -0.01 0.44 -1.61
4 O 1.56 -1.14 -0.14
5 H -1.67 0.63 1.32
6 H -0.25 0.74 1.91
7 H -1.07 -1.80 -0.55
8 H 0.05 1.33 -1.23
9 H 2.13 -0.37 -0.40

HOMO-LUMO gap	0.376	Eh
SMILES	N[SiH](O)O
energy above the lowest of the compared OMol25 structures with the same formula, charge and spin	41.9	kcal/mol


Molecular formula: H5NOSSi
Method: DFT, wB97M-V/def2-TZVPD

Atoms and positions in Å:
1 N -2.28 -0.93 -0.19
2 O 0.71 1.19 0.55
3 Si 0.61 -0.12 -0.28
4 S 2.36 -1.20 0.28
5 H -2.48 -0.51 0.74
6 H -2.32 -0.17 -0.83
7 H 0.26 2.02 0.67
8 H 0.12 -0.23 -1.63
9 H 3.02 -0.05 0.69

HOMO-LUMO gap (alpha / beta)	0.264 / 0.264	Eh
energy above the lowest of the compared OMol25 structures with the same formula, charge and spin	105.6	kcal/mol


Molecular formula: H5NOSi2
Method: DFT, wB97M-V/def2-TZVPD

Atoms and positions in Å:
1 N 3.40 -0.30 -0.12
2 O -1.40 0.35 0.28
3 Si 1.90 0.27 0.16
4 Si -2.85 0.12 -0.11
5 H 3.69 -1.22 0.09
6 H 0.51 -0.15 0.87
7 H 1.88 1.51 -0.38
8 H -3.92 0.72 -0.95
9 H -3.21 -1.31 0.15

multiplicity	3
HOMO-LUMO gap (alpha / beta)	0.119 / 0.141	Eh
<S²>	2.0319
energy above the lowest of the compared OMol25 structures with the same formula, charge and spin	80.8	kcal/mol


Molecular formula: H5NP2S2
Method: DFT, wB97M-V/def2-TZVPD

Atoms and positions in Å:
1 H -1.47 -1.38 -1.64
2 N -1.14 -1.06 -0.72
3 P -0.98 -2.25 0.23
4 S -0.67 -1.39 2.03
5 H -0.73 -0.18 1.38
6 P 1.09 0.66 -0.80
7 S 0.58 2.02 0.73
8 H 2.18 1.28 -1.59
9 H -0.10 0.96 -1.49
10 H 1.24 1.36 1.86

HOMO-LUMO gap	0.321	Eh
SMILES	[H]/N=P/S.PS
energy above the lowest of the compared OMol25 structures with the same formula, charge and spin	28.2	kcal/mol


Molecular formula: H5NS
Method: DFT, wB97M-V/def2-TZVPD

Atoms and positions in Å:
1 N -1.99 0.05 1.27
2 H -2.10 -0.14 0.19
3 H -0.90 0.26 1.00
4 H -0.37 -0.50 -0.01
5 H -2.40 1.03 1.44
6 S 1.22 -0.08 -0.63
7 H 0.23 0.22 -1.44

HOMO-LUMO gap	0.352	Eh
energy above the lowest of the compared OMol25 structures with the same formula, charge and spin	61.3	kcal/mol


Molecular formula: H5NS
Method: DFT, wB97M-V/def2-TZVPD

Atoms and positions in Å:
1 N 0.65 -0.44 1.55
2 H 1.29 -0.13 2.29
3 H -0.22 -0.33 2.08
4 H 0.67 0.32 0.89
5 S -0.97 0.54 -2.47
6 H -0.63 0.65 -1.18
7 H -0.80 -0.60 -3.16

HOMO-LUMO gap	0.384	Eh
SMILES	N.S
energy above the lowest of the compared OMol25 structures with the same formula, charge and spin	18.1	kcal/mol


Molecular formula: H5O2S
Method: DFT, wB97M-V/def2-TZVPD

Atoms and positions in Å:
1 S -0.87 0.51 0.02
2 H -0.84 -0.28 -1.06
3 H 0.53 0.29 -2.15
4 H 1.51 1.33 -2.44
5 O 0.97 0.71 -2.92
6 H -0.55 -1.02 2.09
7 H -0.42 -0.33 3.43
8 O -0.33 -1.20 3.02

HOMO-LUMO gap	0.276	Eh
net charge	-1
energy above the lowest of the compared OMol25 structures with the same formula, charge and spin	5.5	kcal/mol


Molecular formula: H5OS2
Method: DFT, wB97M-V/def2-TZVPD

Atoms and positions in Å:
1 O 0.09 -2.39 -1.80
2 H 0.60 -1.99 -2.53
3 H 0.00 -1.91 -0.89
4 H -0.06 1.67 0.32
5 S 0.10 -0.60 0.73
6 S -0.25 2.58 1.37
7 H -0.89 -1.13 1.49
8 H 0.41 3.77 1.31

multiplicity	2
HOMO-LUMO gap (alpha / beta)	0.093 / 0.194	Eh
net charge	+2
<S²>	1.5570
energy above the lowest of the compared OMol25 structures with the same formula, charge and spin	115.8	kcal/mol


Molecular formula: H64O32
Method: DFT, wB97M-V/def2-TZVPD

Atoms and positions in Å:
1 O -5.64 -1.12 -0.56
2 H -4.97 -0.54 -0.21
3 H -6.28 -0.53 -0.96
4 O 1.77 -0.65 -4.96
5 H 2.39 -0.26 -5.57
6 H 1.15 -1.11 -5.52
7 O 2.30 -2.86 1.64
8 H 2.03 -2.45 2.46
9 H 2.05 -2.23 0.96
10 O -4.36 2.95 1.67
11 H -4.20 3.44 0.86
12 H -4.93 3.52 2.18
13 O -4.06 0.62 0.57
14 H -3.13 0.77 0.70
15 H -4.49 1.38 0.96
16 O 1.48 1.90 -2.64
17 H 0.75 2.32 -3.10
18 H 1.27 0.96 -2.69
19 O -3.22 -2.45 1.91
20 H -3.24 -3.34 2.26
21 H -2.73 -2.53 1.09
22 O 0.83 2.92 3.94
23 H 0.90 2.56 3.05
24 H 1.16 2.23 4.50
25 O -4.26 -3.52 -1.26
26 H -3.44 -3.18 -0.90
27 H -4.89 -2.81 -1.13
28 O -2.24 4.66 -2.09
29 H -2.80 4.01 -1.66
30 H -1.68 4.14 -2.67
31 O -0.55 3.08 -3.79
32 H -0.37 3.55 -4.60
33 H -1.39 2.64 -3.95
34 O 2.72 -0.53 -0.29
35 H 3.53 -0.70 0.20
36 H 2.73 0.42 -0.44
37 O -1.32 -0.66 2.56
38 H -0.61 -1.13 2.99
39 H -2.02 -1.31 2.47
40 O 3.99 0.93 2.39
41 H 4.48 0.10 2.43
42 H 4.63 1.56 2.06
43 O -1.04 1.80 1.38
44 H -1.01 0.98 1.87
45 H -0.12 2.07 1.32
46 O -0.37 -4.78 -1.22
47 H -0.73 -5.64 -1.43
48 H -0.05 -4.87 -0.32
49 O -4.23 3.04 -1.11
50 H -4.41 2.10 -1.20
51 H -5.08 3.45 -1.24
52 O 5.41 -0.37 -2.86
53 H 4.54 -0.78 -2.90
54 H 5.41 0.12 -2.04
55 O -2.95 0.53 4.59
56 H -2.91 1.48 4.45
57 H -2.05 0.23 4.44
58 O 0.55 -2.03 3.67
59 H 1.13 -1.89 4.42
60 H -0.02 -2.75 3.93
61 O 1.64 1.93 1.10
62 H 2.42 1.51 1.47
63 H 1.99 2.51 0.42
64 O -1.83 -2.55 -0.49
65 H -1.29 -1.76 -0.44
66 H -1.36 -3.13 -1.10
67 O 3.72 1.99 -1.05
68 H 2.92 2.08 -1.57
69 H 4.35 2.58 -1.47
70 O 0.49 -4.28 -3.78
71 H 0.08 -4.55 -2.96
72 H -0.20 -3.85 -4.27
73 O -1.68 -0.31 -4.80
74 H -1.04 -0.91 -5.20
75 H -2.19 -0.85 -4.21
76 O 1.30 4.79 -1.43
77 H 1.93 4.62 -2.13
78 H 0.54 4.25 -1.66
79 O 1.07 -5.35 1.54
80 H 1.44 -6.13 1.96
81 H 1.77 -4.70 1.59
82 O 3.02 -1.68 -2.74
83 H 2.66 -1.10 -3.42
84 H 2.61 -1.37 -1.93
85 O -1.91 3.18 3.84
86 H -0.99 3.14 4.10
87 H -1.90 3.08 2.89
88 O -0.17 -0.48 -0.39
89 H 0.76 -0.52 -0.18
90 H -0.45 0.37 -0.06
91 O 2.32 0.73 4.52
92 H 2.80 0.71 3.69
93 H 2.98 0.89 5.18
94 O 5.23 -1.29 0.91
95 H 5.97 -0.78 0.56
96 H 5.55 -2.20 0.89

HOMO-LUMO gap	0.323	Eh
energy above the lowest of the compared OMol25 structures with the same formula, charge and spin	82.3	kcal/mol


Molecular formula: H6N2
Method: DFT, wB97M-V/def2-TZVPD

Atoms and positions in Å:
1 N -0.27 5.35 -0.39
2 H -0.33 4.64 -1.15
3 H 0.25 5.05 0.36
4 H -1.29 5.58 -0.12
5 N 0.43 -5.16 0.30
6 H 0.37 -5.51 -0.64
7 H -0.30 -5.34 0.90
8 H 1.15 -4.61 0.74

HOMO-LUMO gap	0.393	Eh
SMILES	N.N
energy above the lowest of the compared OMol25 structures with the same formula, charge and spin	14.2	kcal/mol


Molecular formula: H6NO2P2
Method: DFT, wB97M-V/def2-TZVPD

Atoms and positions in Å:
1 N -0.71 -1.65 0.84
2 P -0.74 -0.50 -0.11
3 O -1.92 0.53 -0.03
4 O -0.79 -0.77 -1.66
5 P 1.16 0.77 0.22
6 H -0.05 -1.91 1.55
7 H -1.83 1.43 0.31
8 H -0.01 -1.05 -2.14
9 H 1.94 1.09 -0.90
10 H 2.00 0.05 1.07
11 H 0.94 2.00 0.85

HOMO-LUMO gap	0.387	Eh
net charge	+1


Molecular formula: H6NS2
Method: DFT, wB97M-V/def2-TZVPD

Atoms and positions in Å:
1 N 1.36 -1.58 1.87
2 H 0.41 -1.82 2.16
3 H 1.95 -2.04 2.52
4 H 1.40 -1.91 0.91
5 H 1.45 -0.56 1.87
6 S -1.26 0.56 0.02
7 S 0.44 0.30 -1.10
8 H -1.40 1.90 -0.08
9 H -0.07 0.17 -2.33

HOMO-LUMO gap	0.337	Eh
net charge	+1
energy above the lowest of the compared OMol25 structures with the same formula, charge and spin	5.1	kcal/mol


Molecular formula: H6NS2
Method: DFT, wB97M-V/def2-TZVPD

Atoms and positions in Å:
1 S 0.33 0.30 -2.19
2 S -1.09 1.04 -0.89
3 H -0.15 0.86 -3.30
4 H -1.97 0.03 -0.94
5 N 0.57 -0.46 1.47
6 H 0.90 -1.31 1.02
7 H 0.15 -0.67 2.38
8 H 1.37 0.17 1.62
9 H -0.11 0.04 0.84

HOMO-LUMO gap	0.358	Eh
net charge	+1
energy above the lowest of the compared OMol25 structures with the same formula, charge and spin	0.0	kcal/mol


Molecular formula: H6O3
Method: DFT, wB97M-V/def2-TZVPD

Atoms and positions in Å:
1 O -0.29 -2.05 0.76
2 H 0.21 -2.21 1.57
3 H -1.09 -2.58 0.86
4 O -0.36 0.29 -0.95
5 H -0.58 -0.40 -0.30
6 H -0.47 -0.14 -1.81
7 O 0.80 2.74 -0.14
8 H 1.32 2.42 0.59
9 H 0.44 1.94 -0.57

HOMO-LUMO gap	0.397	Eh
SMILES	O.O.O
energy above the lowest of the compared OMol25 structures with the same formula, charge and spin	6.4	kcal/mol


Molecular formula: H6O3
Method: DFT, wB97M-V/def2-TZVPD

Atoms and positions in Å:
1 O 6.19 -28.73 -10.98
2 H 7.10 -29.00 -10.64
3 H 5.82 -28.41 -10.17
4 O 4.95 -29.69 -13.96
5 H 4.48 -30.14 -13.26
6 H 5.76 -29.60 -13.45
7 O 5.33 -26.67 -14.51
8 H 4.85 -27.45 -14.36
9 H 6.30 -26.80 -14.83

HOMO-LUMO gap	0.415	Eh
SMILES	O.O.O
energy above the lowest of the compared OMol25 structures with the same formula, charge and spin	18.4	kcal/mol


Molecular formula: H6O3
Method: DFT, wB97M-V/def2-TZVPD

Atoms and positions in Å:
1 O 0.79 0.62 -1.57
2 H 1.20 0.46 -2.42
3 H 1.05 1.51 -1.35
4 O -2.16 -0.83 -0.24
5 H -2.54 -0.44 0.54
6 H -1.38 -0.30 -0.43
7 O 0.76 -0.10 2.00
8 H 1.04 -0.07 1.09
9 H 1.24 -0.84 2.38

HOMO-LUMO gap	0.424	Eh
SMILES	O.O.O
energy above the lowest of the compared OMol25 structures with the same formula, charge and spin	10.4	kcal/mol


Molecular formula: H6O7STl
Method: DFT, wB97M-V/def2-TZVPD

Atoms and positions in Å:
1 Tl -2.27 6.31 -23.68
2 S -3.49 3.55 -24.39
3 O -2.20 2.91 -24.15
4 O -3.38 4.99 -24.10
5 O -3.98 3.36 -25.73
6 O -4.52 2.98 -23.52
7 O -1.19 7.93 -24.44
8 H -1.33 8.18 -25.35
9 H -0.63 8.62 -24.08
10 O -0.98 7.11 -22.23
11 H -0.21 7.63 -22.45
12 H -1.26 7.46 -21.38
13 O -4.33 6.33 -23.50
14 H -4.98 7.00 -23.67
15 H -4.84 5.56 -23.25

HOMO-LUMO gap	0.152	Eh
net charge	+1
energy above the lowest of the compared OMol25 structures with the same formula, charge and spin	136.4	kcal/mol


Molecular formula: H7NO2
Method: DFT, wB97M-V/def2-TZVPD

Atoms and positions in Å:
1 N 0.28 -0.46 1.74
2 H 0.00 -0.36 2.70
3 H 1.17 0.00 1.58
4 H 0.34 -1.45 1.50
5 O 1.23 -0.54 -1.81
6 H 1.18 -0.04 -0.99
7 H 0.67 -0.03 -2.41
8 O -1.40 1.21 -1.01
9 H -2.30 0.87 -1.14
10 H -1.17 0.79 -0.16

HOMO-LUMO gap	0.419	Eh
SMILES	N.O.O
energy above the lowest of the compared OMol25 structures with the same formula, charge and spin	6.5	kcal/mol


Molecular formula: H7O3
Method: DFT, wB97M-V/def2-TZVPD

Atoms and positions in Å:
1 O -0.25 -0.92 -0.39
2 H 0.68 -0.72 0.28
3 H -0.97 -1.09 0.24
4 O -0.99 1.34 -0.95
5 H -1.37 2.03 -0.39
6 H -0.77 -0.07 -0.81
7 O 1.19 -0.53 1.28
8 H -0.97 1.70 -1.79
9 H 1.70 -1.04 1.89
10 H 2.09 0.00 1.04

HOMO-LUMO gap	0.500	Eh
net charge	+1
energy above the lowest of the compared OMol25 structures with the same formula, charge and spin	34.1	kcal/mol


Molecular formula: H80O40
Method: DFT, wB97M-V/def2-TZVPD

Atoms and positions in Å:
1 H 3.67 -2.91 -0.55
2 H 3.63 -4.21 0.25
3 O 4.19 -3.52 -0.14
4 H 1.58 4.32 4.41
5 H 0.52 3.18 3.97
6 O 1.21 3.89 3.59
7 H -1.77 1.67 -4.79
8 H -0.57 2.16 -6.03
9 O -1.34 1.49 -5.68
10 H -3.26 2.47 -0.63
11 H -4.54 2.21 0.27
12 O -3.75 1.73 -0.17
13 H 2.55 -1.64 2.93
14 H 1.24 -0.91 2.64
15 O 2.23 -0.80 2.53
16 H -4.29 1.60 4.88
17 O -3.86 0.77 4.44
18 H 0.69 -2.75 4.32
19 O 0.96 -2.02 4.79
20 H -0.17 -3.67 3.03
21 H 0.89 -3.48 2.07
22 O 0.64 -3.97 2.85
23 H 3.57 3.50 2.49
24 H 5.04 3.58 2.31
25 O 4.24 4.07 2.10
26 H -1.34 0.49 -2.58
27 H -2.72 0.78 -1.87
28 O -2.16 1.18 -2.50
29 H -3.82 5.50 -0.96
30 H -4.76 4.75 -0.17
31 O -3.91 4.59 -0.66
32 H -2.39 4.06 -2.44
33 O -1.65 4.38 -3.06
34 H -3.89 -0.97 -3.92
35 H -4.29 -2.49 -3.99
36 O -3.64 -1.88 -4.46
37 H 4.26 1.18 -1.22
38 H 5.18 -0.25 -0.59
39 O 4.24 0.18 -0.81
40 H -3.77 -0.87 -2.22
41 H -4.90 -1.53 -1.40
42 O -4.70 -0.58 -1.92
43 H 5.30 3.38 -1.24
44 H 4.96 2.67 -2.49
45 O 4.79 2.63 -1.50
46 H -2.59 1.20 2.62
47 H -2.68 1.92 1.41
48 O -2.57 2.09 2.42
49 H 0.28 4.63 -3.92
50 H 0.58 3.33 -3.08
51 O 0.81 3.75 -3.91
52 H -0.94 -2.95 0.32
53 O -0.50 -3.75 0.01
54 H 0.33 1.22 1.10
55 H 1.12 1.29 2.26
56 O 0.25 0.95 2.06
57 H 2.87 -1.22 -1.11
58 O 2.25 -1.48 -1.76
59 H -3.82 -1.50 2.41
60 H -5.01 -1.88 3.35
61 O -4.70 -1.28 2.64
62 H 2.19 3.35 -1.91
63 H 2.11 4.07 -0.51
64 O 1.68 3.31 -1.08
65 H -2.59 -2.18 4.94
66 H -3.78 -2.84 4.53
67 O -3.28 -2.81 5.30
68 H 3.45 -3.86 2.63
69 H 4.37 -2.74 2.09
70 O 3.64 -2.97 2.73
71 H -0.99 2.99 -0.20
72 H -1.78 3.29 -1.54
73 O -1.81 3.40 -0.61
74 H 0.97 -0.20 -4.65
75 H 2.19 0.55 -4.68
76 O 1.81 0.03 -4.14
77 H 1.24 5.88 1.59
78 H -0.02 5.02 1.32
79 O 0.80 5.47 0.84
80 H -0.67 -0.92 3.08
81 H -1.29 -1.42 4.31
82 O -1.47 -1.31 3.35
83 H -0.73 -0.62 -6.11
84 H -1.06 -1.89 -5.54
85 O -0.37 -1.29 -5.51
86 H 0.52 -0.47 -1.92
87 H -0.85 -1.51 -1.80
88 O -0.51 -0.63 -1.79
89 H 1.93 -4.61 0.01
90 O 2.09 -5.50 -0.17
91 H 6.06 -1.07 1.64
92 H 4.63 -0.77 1.71
93 O 5.29 -1.22 1.17
94 H 0.17 -3.35 -0.65
95 H -4.22 0.69 3.66
96 H 2.67 -0.82 -2.42
97 H 1.01 -1.85 5.70
98 H -2.02 5.14 -3.51
99 H 1.84 -5.44 -1.13
100 O -5.20 -2.86 -0.51
101 H -4.79 -2.15 -0.04
102 H -4.27 -2.98 -1.09
103 O -1.22 -1.08 1.16
104 H -0.82 -0.21 1.42
105 H -1.26 -1.28 0.24
106 O 4.32 -3.69 -3.65
107 H 4.65 -3.08 -3.03
108 H 3.71 -3.08 -4.15
109 O -3.14 -4.87 -0.28
110 H -3.13 -5.69 0.28
111 H -2.33 -4.63 0.13
112 O -0.54 -6.67 1.06
113 H -0.89 -6.08 0.38
114 H 0.30 -6.32 1.49
115 O 5.35 1.74 2.19
116 H 4.59 1.23 1.66
117 H 5.86 2.12 1.48
118 O -1.72 6.39 -0.63
119 H -0.71 6.61 -0.74
120 H -1.72 5.47 -0.81

multiplicity	2
HOMO-LUMO gap (alpha / beta)	0.070 / 0.365	Eh
net charge	-1
<S²>	0.7509
energy above the lowest of the compared OMol25 structures with the same formula, charge and spin	210.2	kcal/mol


no.,total energy (eV)
1,-13545.4020
2,-22329.6461
3,-19366.1932
4,-41818.1027
5,-12403.7857
6,-12405.6601
7,-15012.8826
8,-23770.4206
9,-66562.5129
10,-3077.1061
11,-24252.5633
12,-23250.9858
13,-23251.2078
14,-6239.9778
15,-6239.4556
16,-6239.8016
17,-29940.6332
18,-5698.8157
19,-6247.9413
20,-83191.1286